Record 1
Formula: C9H17NO2P
Source: OMol25
Level of theory: ωB97M-V/def2-TZVPD

Summary:
Net charge: -1
ΔE to the lowest compared entry with this formula, charge and spin: 0.0 kcal per mole
SMILES: CC1(C)CN(P)[C@@H](C(=O)[O-])C1(C)C
Orbital gap: 7.1 eV
HOMO energy: -3.83 eV

```
30
Properties=species:S:1:pos:R:3:forces:R:3
C 2.112665 -0.268811 1.080385 -0.76 -0.62 -0.78
C 1.047614 -0.383856 -0.062997 -0.34 0.76 1.49
C 1.443621 -1.563509 -0.932422 -1.59 -0.34 0.53
C 1.060650 0.908987 -0.837690 1.70 0.36 -1.58
N -0.105932 1.670735 -0.527935 -1.98 -3.09 -0.75
P -0.346952 3.270854 -0.481164 -2.13 2.10 -0.70
C -1.204710 0.629045 -0.472310 -0.43 -0.03 -0.93
C -1.811870 0.056951 -1.914387 2.42 0.54 2.06
O -1.197412 0.487319 -2.868061 0.86 1.03 -2.20
O -2.681289 -0.788373 -1.834602 -1.74 -1.05 0.65
C -0.428103 -0.429065 0.449724 -3.13 1.28 0.94
C -1.020794 -1.827313 0.622140 -1.49 -0.68 -1.41
C -0.685980 0.241437 1.830259 0.16 -0.83 1.29
H 1.880682 -1.181676 1.576050 0.45 -0.74 1.35
H 1.997298 0.581425 1.751162 -0.11 0.01 -0.16
H 3.150278 -0.331755 0.708775 -0.46 0.13 -0.08
H 1.831426 -2.371042 -0.309186 0.03 -0.13 -0.15
H 2.210676 -1.168273 -1.546980 0.86 -0.18 -1.00
H 0.563920 -1.937303 -1.512068 0.87 0.36 0.16
H 1.919106 1.446859 -0.485004 0.70 0.65 -0.21
H 1.271903 0.583368 -1.907004 -0.93 1.19 0.69
H -1.565480 3.421470 0.367892 1.25 -0.52 0.14
H -1.418721 3.562393 -1.509490 1.29 -0.28 0.23
H -2.119188 1.135871 -0.076003 0.83 -0.70 0.54
H -0.243298 -2.488057 0.777558 2.06 -1.56 0.32
H -1.644999 -2.344650 -0.139187 0.66 1.14 -0.49
H -1.649067 -2.058485 1.458374 -0.44 0.97 1.08
H -0.374212 -0.418280 2.633868 1.08 -0.08 0.34
H -1.717142 0.338931 2.208206 -0.27 -0.08 -1.34
H -0.274688 1.224801 1.952095 0.56 0.41 -0.02
```
Positions in Å, forces in eV/Å.

Record 2
Formula: C12H12Cl36
Source: OMol25
Level of theory: ωB97M-V/def2-TZVPD

Summary:
ΔE to the lowest compared entry with this formula, charge and spin: 34.1 kcal per mole
Orbital gap: 10.8 eV
HOMO energy: -10.65 eV

```
60
Properties=species:S:1:pos:R:3:forces:R:3
C -5.108216 3.086838 -2.380239 0.16 0.15 -1.29
Cl -6.750265 2.555622 -2.695239 -0.59 0.43 0.32
Cl -4.862933 4.833386 -2.982526 -0.23 -1.75 0.89
Cl -4.106951 1.948733 -3.317530 0.45 0.52 0.36
H -4.900545 2.937799 -1.320633 0.16 0.60 -0.26
C 0.018905 -0.302704 -0.129643 -1.23 -0.86 0.06
Cl 0.986608 -1.767212 -0.528882 -0.19 0.88 0.02
Cl -1.772820 -0.739899 -0.472513 1.64 0.92 0.59
Cl 0.487904 1.176220 -0.934884 -0.26 -0.39 0.13
H 0.118967 -0.128197 0.941630 -0.20 -0.20 -0.25
C 4.056454 4.266947 0.646684 0.92 0.85 1.87
Cl 3.824356 5.941127 0.074555 -0.45 -0.71 0.12
Cl 2.979846 3.755870 2.036003 0.22 0.49 -1.52
Cl 5.712217 4.310927 1.428543 -0.57 -0.52 -0.90
H 3.985057 3.561557 -0.181218 0.10 0.07 0.30
C 2.554947 2.071659 -4.249618 0.09 0.57 -0.63
Cl 0.843846 2.397260 -4.738626 0.82 0.07 0.45
Cl 2.658590 0.660343 -3.240198 0.21 -0.15 -0.06
Cl 3.381139 3.486355 -3.498257 -0.51 -0.50 -0.28
H 3.106801 1.898008 -5.173419 -0.24 -0.07 0.22
C -0.676401 -3.311364 -3.991563 -1.24 -0.08 0.66
Cl -1.520247 -4.039887 -5.373298 0.64 -0.04 -0.03
Cl -1.976820 -2.913781 -2.803385 0.55 -0.17 -0.31
Cl 0.222136 -1.878661 -4.412202 0.14 0.08 -0.13
H -0.023230 -4.016503 -3.477505 -0.11 0.01 -0.44
C -7.053449 -1.117541 -1.731325 0.76 -1.48 -0.38
Cl -7.875507 -2.715332 -1.432772 -0.04 1.12 0.12
Cl -6.696603 -1.049235 -3.466555 -0.56 0.46 0.07
Cl -5.486052 -1.178858 -0.929472 0.16 0.29 0.51
H -7.591986 -0.255536 -1.337601 -0.24 -0.37 -0.37
C 0.923386 2.703634 4.646643 0.81 -0.68 0.70
Cl -0.041294 2.288797 6.040581 -1.64 -0.20 -0.05
Cl 1.118287 1.338377 3.527526 -0.42 0.32 -0.17
Cl 2.474747 2.950392 5.439523 1.15 0.87 -0.56
H 0.565809 3.599683 4.139374 0.07 -0.27 0.06
C 2.511761 -1.829548 5.706895 0.85 0.53 0.22
Cl 3.466992 -0.416399 6.242525 0.11 -0.32 -0.04
Cl 3.079939 -2.363402 4.118179 -0.34 0.13 -0.27
Cl 0.825483 -1.335256 5.762810 0.10 -0.76 -0.08
H 2.795704 -2.660059 6.353226 -0.72 0.28 0.19
C 1.487607 -6.531904 0.820479 0.02 -0.73 0.52
Cl 1.239167 -8.060320 1.701032 0.34 -0.13 0.01
Cl 1.204829 -5.220002 1.944778 0.16 0.45 -0.09
Cl 0.373786 -6.517233 -0.509768 -0.33 0.35 -0.68
H 2.506788 -6.514970 0.434357 -0.22 0.12 0.21
C -4.228807 -4.830806 0.439693 0.29 0.63 0.46
Cl -5.416045 -3.916205 1.437655 0.52 -0.24 -0.64
Cl -4.248184 -6.498762 0.977636 0.39 -0.11 0.01
Cl -2.584165 -4.032504 0.564205 -1.20 -0.76 -0.05
H -4.511386 -4.846817 -0.612918 -0.02 0.40 0.30
C -0.011334 5.611004 -2.175966 -0.94 0.04 1.76
Cl 1.068729 4.547628 -1.260421 0.08 0.21 -0.51
Cl 0.294065 7.337312 -1.704089 -0.12 -1.10 -0.71
Cl -1.672046 5.132954 -1.578212 0.59 0.52 -0.76
H 0.030827 5.430563 -3.250105 0.19 0.25 0.28
C 5.648432 0.093624 2.180933 0.04 0.90 -1.08
Cl 7.152910 0.474530 1.253067 -0.54 -0.22 0.43
Cl 4.250879 0.134949 0.999681 0.77 -0.54 0.74
Cl 5.333707 1.331342 3.382346 0.16 -0.33 0.19
H 5.823680 -0.874544 2.650021 -0.53 0.14 -0.24
```
Positions in Å, forces in eV/Å.

Record 3
Formula: C3H6N2S2
Source: OMol25
Level of theory: ωB97M-V/def2-TZVPD

Summary:
ΔE to the lowest compared entry with this formula, charge and spin: 104.8 kcal per mole
Orbital gap: 8.3 eV
HOMO energy: -8.51 eV

```
13
Properties=species:S:1:pos:R:3:forces:R:3
C 3.058439 -1.158990 1.187268 0.35 0.66 0.25
C -1.431212 -0.540071 -0.158038 -1.34 0.16 -0.40
C -0.913032 0.860027 -0.213767 -0.24 2.80 3.15
N 2.548857 -1.342180 0.151161 0.00 0.42 -0.39
N 1.830170 -1.325752 -0.837214 0.09 -0.32 -2.68
S -1.961477 -1.392301 -1.466635 0.75 0.62 0.70
S -1.675123 -1.337391 1.382779 -0.06 -0.27 0.34
H 3.645217 -1.698663 1.861400 0.42 -0.70 0.82
H -0.044714 1.045921 0.494294 -0.91 -0.67 -0.55
H -1.658835 1.801442 0.165686 1.45 -2.99 -1.18
H -0.515619 1.119425 -1.151010 0.03 0.18 -1.45
H 2.396462 -1.258620 -1.756955 -0.90 -0.03 2.03
H -1.732065 -0.359142 2.327044 0.35 0.13 -0.63
```
Positions in Å, forces in eV/Å.